1.
An isolated molecule of CH4FNO, computed with wB97M-V/def2-TZVPD.

Gap between HOMO and LUMO: 0.4094 Eh
Total charge: 0
Total energy: -7353.711 eV
Energy above the lowest of the compared OMol25 structures with the same formula, charge and spin: 285.7 kJ/mol

Element x y z (Å)
O: -0.713 -1.433 0.064
C: -0.145 -0.162 -0.252
N: 1.233 0.245 0.501
F: 2.176 -0.633 -0.026
H: -1.346 -1.482 0.745
H: -0.948 0.518 -0.111
H: -0.064 -0.065 -1.366
H: 1.347 1.123 0.064

Results of the natural (NBO) charge analysis, in e, for atoms 1 through 5: atom 1 (O): -0.720, atom 2 (C): 0.037, atom 3 (N): -0.198, atom 4 (F): -0.257, atom 5 (H): 0.481

2.
A 2-piece molecular cluster, CH4FNO2 overall, computed with wB97M-V/def2-TZVPD.

Gap between HOMO and LUMO: 0.3815 Eh
Total charge: 0
Total energy: -9400.091 eV
Energy above the lowest of the compared OMol25 structures with the same formula, charge and spin: 507.7 kJ/mol

Element x y z (Å)
C: -0.255 -0.028 -0.180
N: 0.459 0.695 0.873
O: 0.103 0.467 -1.399
O: 0.173 -1.295 -0.032
F: -0.228 1.852 1.169
H: -1.356 0.232 0.064
H: 0.156 -0.059 2.094
H: 0.833 -0.094 -1.702
H: 0.115 -1.769 -0.887

Results of the natural (NBO) charge analysis, in e, for atoms 1 through 5: atom 1 (C): 0.451, atom 2 (N): -0.165, atom 3 (O): -0.692, atom 4 (O): -0.702, atom 5 (F): -0.264

3.
A 2-piece molecular cluster, CH4FNO2 overall, computed with wB97M-V/def2-TZVPD.

Gap between HOMO and LUMO: 0.3158 Eh
Total charge: 0
Total energy: -9398.513 eV
Energy above the lowest of the compared OMol25 structures with the same formula, charge and spin: 659.9 kJ/mol

Element x y z (Å)
C: -0.267 0.084 -0.091
N: 0.441 0.112 1.108
O: -0.835 -1.079 -0.613
O: -1.021 1.221 -0.215
F: 1.674 -0.596 1.034
H: 1.378 0.144 -1.254
H: 0.841 1.076 1.157
H: -0.257 -1.964 -0.485
H: -1.953 1.002 -0.642

Results of the natural (NBO) charge analysis, in e, for atoms 1 through 5: atom 1 (C): 0.732, atom 2 (N): -0.243, atom 3 (O): -0.724, atom 4 (O): -0.688, atom 5 (F): -0.234

4.
A 2-piece molecular cluster, CH4FNS overall, computed with wB97M-V/def2-TZVPD.

Gap between HOMO and LUMO: 0.2699 Eh
Total charge: 0
Total energy: -16142.358 eV
Energy above the lowest of the compared OMol25 structures with the same formula, charge and spin: 220.8 kJ/mol

Element x y z (Å)
C: 0.284 1.071 1.823
N: -0.657 0.178 1.273
S: -0.824 -0.092 -0.275
H: 0.710 0.448 2.578
H: 1.155 1.307 1.250
H: -0.232 1.825 2.488
F: 0.015 -2.670 -4.277
H: -0.451 -2.067 -4.860

Results of the natural (NBO) charge analysis, in e, for atoms 1 through 5: atom 1 (C): -0.485, atom 2 (N): -0.490, atom 3 (S): 0.308, atom 4 (H): 0.229, atom 5 (H): 0.196

5.
A 2-piece molecular cluster, CH4FOPS overall, computed with wB97M-V/def2-TZVPD.

Gap between HOMO and LUMO: 0.3185 Eh
Total charge: 0
Total energy: -25990.155 eV
Energy above the lowest of the compared OMol25 structures with the same formula, charge and spin: 288.8 kJ/mol

Element x y z (Å)
C: 0.048 -1.683 0.993
P: 0.026 -0.016 1.318
F: -1.573 0.244 1.789
S: 1.043 1.422 1.911
H: 0.941 -1.860 0.346
H: -0.879 -2.142 0.687
O: 0.339 1.151 -2.570
H: -0.101 1.940 -2.827
H: 0.157 0.945 -1.647

Results of the natural (NBO) charge analysis, in e, for atoms 1 through 5: atom 1 (C): -0.951, atom 2 (P): 1.379, atom 3 (F): -0.575, atom 4 (S): -0.363, atom 5 (H): 0.248

6.
A 2-piece molecular cluster, CH4I2Si overall, computed with wB97M-V/def2-TZVPD.

Gap between HOMO and LUMO (alpha / beta): 0.3440 / 0.1445 Eh
Total charge: 0
Total energy: -25179.105 eV
Energy above the lowest of the compared OMol25 structures with the same formula, charge and spin: 382.1 kJ/mol

Element x y z (Å)
C: -1.155 0.343 -0.049
Si: 0.292 -0.398 -0.804
I: -0.013 -2.796 -1.022
I: 3.847 1.265 1.756
H: -0.755 0.880 0.777
H: -1.905 0.907 -0.560
H: -1.825 -0.425 0.278
H: 1.515 0.223 -0.377

Results of the natural (NBO) charge analysis, in e, for atoms 1 through 5: atom 1 (C): -1.192, atom 2 (Si): 0.851, atom 3 (I): -0.199, atom 4 (I): -0.060, atom 5 (H): 0.252

7.
CH4IN2 as an isolated structure, computed with wB97M-V/def2-TZVPD.

Gap between HOMO and LUMO: 0.3637 Eh
Total charge: +1
Total energy: -12174.920 eV
Energy above the lowest of the compared OMol25 structures with the same formula, charge and spin: 97.0 kJ/mol

Element x y z (Å)
C: -0.217 -0.351 -0.427
N: 0.211 0.798 -0.777
N: -0.100 -0.818 0.888
I: 0.955 2.195 0.307
H: -0.580 -1.188 -1.036
H: -0.106 1.292 -1.610
H: -0.294 -1.771 1.048
H: 0.131 -0.158 1.607

Results of the natural (NBO) charge analysis, in e, for atoms 1 through 5: atom 1 (C): 0.379, atom 2 (N): -0.725, atom 3 (N): -0.725, atom 4 (I): 0.501, atom 5 (H): 0.253

8.
A 2-piece molecular cluster, CH4IN2O overall, computed with wB97M-V/def2-TZVPD.

Gap between HOMO and LUMO: 0.2895 Eh
Total charge: -1
Total energy: -14234.329 eV
Energy above the lowest of the compared OMol25 structures with the same formula, charge and spin: 10.9 kJ/mol

Element x y z (Å)
I: -25.892 -7.381 9.472
C: -26.470 -6.677 13.825
O: -26.600 -6.263 14.971
N: -26.446 -5.889 12.720
N: -26.316 -8.011 13.556
H: -26.574 -4.898 12.751
H: -26.291 -6.367 11.837
H: -26.116 -8.367 12.635
H: -26.526 -8.655 14.292

Results of the natural (NBO) charge analysis, in e, for atoms 1 through 5: atom 1 (I): -0.952, atom 2 (C): 0.772, atom 3 (O): -0.711, atom 4 (N): -0.863, atom 5 (N): -0.865

9.
An isolated ion of composition CH4IN2S and charge +1, computed with wB97M-V/def2-TZVPD.

Gap between HOMO and LUMO: 0.2853 Eh
Total charge: +1
Total energy: -23010.418 eV
Energy above the lowest of the compared OMol25 structures with the same formula, charge and spin: 76.2 kJ/mol

Element x y z (Å)
N: -1.411 0.621 -0.121
C: -0.214 0.083 -0.268
N: 0.345 -0.865 0.493
S: 1.825 -1.482 -0.102
I: 3.473 0.418 0.037
H: -1.899 1.223 -0.759
H: -2.135 0.483 0.571
H: 0.205 0.540 -1.179
H: -0.188 -1.020 1.329

Results of the natural (NBO) charge analysis, in e, for atoms 1 through 5: atom 1 (N): -0.704, atom 2 (C): 0.409, atom 3 (N): -0.696, atom 4 (S): 0.294, atom 5 (I): 0.140

10.
A 2-piece molecular cluster, CH4INO overall, computed with wB97M-V/def2-TZVPD.

Gap between HOMO and LUMO: 0.3650 Eh
Total charge: 0
Total energy: -12737.056 eV
Energy above the lowest of the compared OMol25 structures with the same formula, charge and spin: 100.9 kJ/mol

Element x y z (Å)
C: 1.597 0.102 -0.358
N: 0.675 -0.273 0.374
O: -0.486 0.226 0.291
H: 1.357 0.865 -1.014
H: 2.576 -0.298 -0.112
H: 0.877 -1.037 1.181
I: -4.056 0.008 0.087
H: -2.541 0.405 -0.449

Results of the natural (NBO) charge analysis, in e, for atoms 1 through 5: atom 1 (C): -0.166, atom 2 (N): -0.021, atom 3 (O): -0.568, atom 4 (H): 0.212, atom 5 (H): 0.190

11.
CH4INO2S as an isolated structure, computed with wB97M-V/def2-TZVPD.

Gap between HOMO and LUMO: 0.3610 Eh
Total charge: 0
Total energy: -25621.830 eV
Energy above the lowest of the compared OMol25 structures with the same formula, charge and spin: 0.0 kJ/mol

Element x y z (Å)
C: -0.132 -1.341 0.071
N: -0.580 1.171 -0.848
O: 1.739 0.679 0.071
O: -0.159 1.009 1.647
S: 0.356 0.551 0.406
I: 1.013 -2.242 1.593
H: -1.183 -1.435 0.299
H: 0.175 -1.653 -0.909
H: -1.154 1.964 -0.620
H: -0.076 1.297 -1.710

Results of the natural (NBO) charge analysis, in e, for atoms 1 through 5: atom 1 (C): -0.747, atom 2 (N): -1.093, atom 3 (O): -0.927, atom 4 (O): -0.912, atom 5 (S): 2.254

12.
An isolated molecule of CH4INO4S2, computed with wB97M-V/def2-TZVPD.

Gap between HOMO and LUMO: 0.3608 Eh
Total charge: 0
Total energy: -40550.529 eV

Element x y z (Å)
C: 1.626 -0.946 -0.388
N: -0.655 0.033 0.964
O: 1.634 0.899 1.490
O: 0.613 1.580 -0.629
O: -1.109 -0.182 -1.447
O: -2.206 1.635 -0.270
S: 0.839 0.603 0.382
S: -1.651 0.346 -0.281
I: -3.470 -1.062 0.219
H: 0.994 -1.899 -0.236
H: 1.594 -0.591 -1.407
H: 2.730 -0.993 -0.169
H: -0.937 0.576 1.772

Results of the natural (NBO) charge analysis, in e, for atoms 1 through 5: atom 1 (C): -0.841, atom 2 (N): -1.091, atom 3 (O): -0.924, atom 4 (O): -0.898, atom 5 (O): -0.917

13.
An isolated molecule of CH4INOS, computed with wB97M-V/def2-TZVPD.

Gap between HOMO and LUMO (alpha / beta): 0.2611 / 0.2611 Eh
Total charge: 0
Total energy: -23573.242 eV
Energy above the lowest of the compared OMol25 structures with the same formula, charge and spin: 84.2 kJ/mol

Element x y z (Å)
C: -0.689 0.917 -0.428
S: 0.248 -0.581 -0.039
N: -0.228 -0.958 1.349
O: 0.240 -1.501 -1.144
I: 3.041 0.438 0.031
H: -1.670 0.589 -0.760
H: -0.758 1.498 0.482
H: -0.181 1.459 -1.217
H: -0.002 -1.861 1.726

Results of the natural (NBO) charge analysis, in e, for atoms 1 through 5: atom 1 (C): -0.798, atom 2 (S): 1.852, atom 3 (N): -1.028, atom 4 (O): -0.866, atom 5 (I): -0.345

14.
An isolated molecule of CH4INOS, computed with wB97M-V/def2-TZVPD.

Gap between HOMO and LUMO: 0.3021 Eh
Total charge: 0
Total energy: -23572.800 eV
Energy above the lowest of the compared OMol25 structures with the same formula, charge and spin: 126.8 kJ/mol

Element x y z (Å)
C: -0.623 0.969 -0.368
S: 0.261 -0.564 -0.106
N: -0.341 -1.262 1.305
O: 0.357 -1.355 -1.305
I: 2.588 0.387 0.130
H: -1.654 0.813 -0.377
H: -0.358 1.587 0.497
H: -0.588 1.273 -1.445
H: 0.358 -1.849 1.667

Results of the natural (NBO) charge analysis, in e, for atoms 1 through 5: atom 1 (C): -0.853, atom 2 (S): 1.706, atom 3 (N): -1.009, atom 4 (O): -0.890, atom 5 (I): -0.119

15.
An isolated molecule of CH4INP2, computed with wB97M-V/def2-TZVPD.

Gap between HOMO and LUMO: 0.2961 Eh
Total charge: 0
Total energy: -29269.306 eV
Energy above the lowest of the compared OMol25 structures with the same formula, charge and spin: 61.8 kJ/mol

Element x y z (Å)
C: 1.769 0.711 -0.298
P: 0.010 1.004 -0.418
N: -0.493 -0.506 -0.167
P: -1.929 -1.358 -0.128
I: -3.805 0.194 0.306
H: 1.995 -0.452 -0.163
H: 1.876 0.981 0.719
H: 2.493 0.942 -1.049
H: -1.916 -1.516 1.199

Results of the natural (NBO) charge analysis, in e, for atoms 1 through 5: atom 1 (C): -1.054, atom 2 (P): 1.099, atom 3 (N): -1.235, atom 4 (P): 0.726, atom 5 (I): -0.251

16.
A 2-piece molecular cluster, CH4INS overall, computed with wB97M-V/def2-TZVPD.

Gap between HOMO and LUMO (alpha / beta): 0.3009 / 0.1805 Eh
Total charge: 0
Total energy: -21525.671 eV
Energy above the lowest of the compared OMol25 structures with the same formula, charge and spin: 164.3 kJ/mol

Element x y z (Å)
C: 0.354 0.456 -0.910
N: -0.388 0.207 0.373
S: -1.944 0.184 0.535
I: 0.083 -2.612 2.275
H: 0.524 -0.534 -1.346
H: -0.285 1.117 -1.496
H: 1.365 0.770 -0.624
H: 0.292 0.412 1.192

Results of the natural (NBO) charge analysis, in e, for atoms 1 through 5: atom 1 (C): -0.427, atom 2 (N): -0.731, atom 3 (S): 0.153, atom 4 (I): -0.013, atom 5 (H): 0.208

17.
An isolated molecule of CH4INS, computed with wB97M-V/def2-TZVPD.

Gap between HOMO and LUMO (alpha / beta): 0.2998 / 0.2998 Eh
Total charge: 0
Total energy: -21526.147 eV
Energy above the lowest of the compared OMol25 structures with the same formula, charge and spin: 118.4 kJ/mol

Element x y z (Å)
C: 0.643 0.883 0.132
N: 0.275 -1.554 -0.501
S: -0.342 -0.594 0.594
I: -2.614 0.309 -0.092
H: 0.768 0.790 -1.023
H: 1.516 0.934 0.865
H: -0.129 1.772 0.244
H: -0.117 -2.540 -0.219

Results of the natural (NBO) charge analysis, in e, for atoms 1 through 5: atom 1 (C): -0.807, atom 2 (N): -0.989, atom 3 (S): 0.900, atom 4 (I): -0.238, atom 5 (H): 0.275

18.
CH4INS as an isolated structure, computed with wB97M-V/def2-TZVPD.

Gap between HOMO and LUMO: 0.3131 Eh
Total charge: 0
Total energy: -21525.559 eV
Energy above the lowest of the compared OMol25 structures with the same formula, charge and spin: 175.0 kJ/mol

Element x y z (Å)
C: 0.063 0.710 0.198
N: -0.984 -0.405 -0.252
S: -0.503 -1.980 0.113
I: -2.903 0.109 -0.004
H: 0.151 1.622 -0.347
H: 0.148 0.963 1.213
H: 1.095 0.245 -0.041
H: -0.670 -2.452 -1.273

Results of the natural (NBO) charge analysis, in e, for atoms 1 through 5: atom 1 (C): -0.421, atom 2 (N): -0.826, atom 3 (S): 0.200, atom 4 (I): 0.311, atom 5 (H): 0.214

19.
A 2-piece molecular cluster, CH4INS overall, computed with wB97M-V/def2-TZVPD.

Gap between HOMO and LUMO (alpha / beta): 0.3160 / 0.3204 Eh
2S+1: 3
Total charge: 0
Total energy: -21525.066 eV
Energy above the lowest of the compared OMol25 structures with the same formula, charge and spin: 39.8 kJ/mol

Element x y z (Å)
C: -1.968 0.129 -0.050
N: -0.757 -0.353 0.539
S: 0.327 -1.160 -0.183
I: 4.572 -0.315 -0.229
H: -1.999 1.253 -0.222
H: -2.173 -0.477 -1.050
H: -2.691 -0.106 0.599
H: 4.687 1.028 0.595

Results of the natural (NBO) charge analysis, in e, for atoms 1 through 5: atom 1 (C): -0.436, atom 2 (N): -0.586, atom 3 (S): 0.422, atom 4 (I): -0.096, atom 5 (H): 0.209

20.
CH4IPS as an isolated structure, computed with wB97M-V/def2-TZVPD.

Gap between HOMO and LUMO (alpha / beta): 0.3094 / 0.2481 Eh
2S+1: 3
Total charge: 0
Total energy: -29325.149 eV
Energy above the lowest of the compared OMol25 structures with the same formula, charge and spin: 0.0 kJ/mol

Element x y z (Å)
C: 0.395 0.880 -1.101
P: 0.183 -0.951 -0.936
S: 0.191 -0.997 1.112
I: -2.051 -0.364 3.124
H: -0.251 1.394 -0.391
H: 0.131 1.178 -2.113
H: 1.427 1.168 -0.911
H: -0.025 -2.310 1.215

Results of the natural (NBO) charge analysis, in e, for atoms 1 through 5: atom 1 (C): -0.973, atom 2 (P): 0.447, atom 3 (S): -0.257, atom 4 (I): -0.095, atom 5 (H): 0.236